No. 1
C5H8N4O2 in the gas phase at a distorted geometry. Source: the Open Molecules 2025 dataset; level of theory: wB97M-V/def2-TZVPD.

XYZ file:
```
19
C5H8N4O2, DFT wB97M-V/def2-TZVPD
N -4.59883 -0.75550 0.52912
C -3.73670 -0.12247 0.24526
N -2.74925 0.76257 -0.10268
C -1.40288 0.31441 -0.22764
N -1.25603 -1.13282 -0.27078
N -0.46890 1.15618 -0.34588
C 1.00106 1.00373 -0.39048
C 1.56757 -0.44194 -0.15414
C 3.01473 -0.25170 0.06812
O 3.91532 -0.60454 -0.65425
O 3.24138 0.17785 1.34077
H -2.65524 1.83583 0.05148
H -0.58696 -1.75881 -0.96565
H -2.10963 -1.16635 -0.15116
H 1.12625 1.19390 -1.56178
H 1.35979 1.77955 0.29802
H 0.91804 -0.83972 0.85203
H 1.47997 -1.14651 -1.14300
H 4.06255 0.29042 1.21259
```

The calculation puts the energy relative to the best compared isomer or geometry (same formula, charge and spin) at 5.803 eV. As for the SMILES: N#CN/C(N)=N/CCC(=O)O. The HOMO energy comes out at -9.46 eV. Its HOMO-LUMO gap is 9.8 eV. The charge is 0.

=====

No. 2
6 unconnected molecules or ions with the total composition C17H35ClN4O14 at a distorted geometry. Source: the Open Molecules 2025 dataset; level of theory: wB97M-V/def2-TZVPD.

XYZ file:
```
71
C17H35ClN4O14, DFT wB97M-V/def2-TZVPD
C -3.11262 0.40880 -0.67429
N -3.80634 -0.76046 -1.28247
C -2.72256 -1.70860 -1.75911
C -4.53360 -1.48633 -0.19073
C -4.70036 -0.28998 -2.39529
C -6.08931 0.07917 -1.97459
O -6.09244 1.04126 -0.91482
H -3.89395 1.12873 -0.43234
H -2.47683 0.83261 -1.45376
H -2.46884 0.22439 0.17711
H -1.91138 -1.84129 -1.05070
H -2.44584 -1.25754 -2.71155
H -3.14993 -2.68994 -1.96689
H -3.80478 -1.92181 0.49005
H -5.06656 -2.32490 -0.63910
H -5.22076 -0.85587 0.36632
H -4.65749 -1.14007 -3.07712
H -4.22854 0.52545 -2.94352
H -6.65902 -0.80179 -1.64111
H -6.73596 0.45739 -2.77282
H -7.01367 1.27426 -0.76438
Cl 1.06981 1.48643 -1.37692
O 0.64331 2.65414 -2.10820
O 2.30801 0.93484 -1.90054
O 1.27405 1.87338 0.00041
O 0.08899 0.42347 -1.54092
C 2.42302 5.00594 -0.78635
N 2.10080 6.32347 -0.15971
O 2.79593 6.72430 0.74374
O 1.07409 6.85161 -0.54345
H 3.49358 4.97936 -0.98079
H 1.89410 4.95617 -1.72714
H 2.14098 4.25125 -0.05941
C 3.64274 1.13760 2.10183
N 4.95904 1.62927 1.70824
O 5.15437 1.90659 0.54270
O 5.83292 1.69766 2.55101
H 3.05064 1.96146 2.49540
H 3.70785 0.36380 2.86028
H 3.16263 0.74531 1.20928
C 3.70942 -3.55906 -0.33410
C 3.20967 -2.35349 -1.14389
C 3.82779 -2.31200 -2.52985
O 5.21053 -2.09508 -2.52408
C 5.56753 -0.73725 -2.40858
N 1.74128 -2.33092 -1.12815
H 3.61037 -4.48166 -0.91627
H 3.21081 -3.60666 0.63064
H 4.79758 -3.49565 -0.24534
H 3.54368 -1.50485 -0.52823
H 3.29581 -1.57064 -3.14045
H 3.64948 -3.27890 -3.01442
H 4.80235 -0.01063 -2.70665
H 6.39672 -0.53814 -3.09158
H 5.85409 -0.40749 -1.40650
H 1.44481 -2.21981 -0.17001
H 1.38822 -1.57642 -1.70331
C -1.58884 0.60317 4.40398
C -2.29995 -0.40799 4.94955
C -2.59821 -1.69167 4.23812
O -3.35774 -2.54805 4.62422
C -1.93631 -1.82778 2.95538
C -1.23472 -0.84612 2.36018
C -1.11288 0.50293 3.02797
O -0.66302 1.42469 2.39738
O -0.64571 -1.04458 1.18962
O -2.83658 -0.27909 6.16426
H -1.37043 1.45050 5.03622
H -2.04201 -2.74621 2.38891
H -0.29126 -0.21185 0.81100
H -3.30856 -1.09883 6.39562
```

The HOMO energy comes out at -8.56 eV. Its HOMO-LUMO gap is 6.7 eV. The charge is 0.

=====

No. 3
A molecular structure, C42H52FeN2O6Si2Te at a distorted geometry. Source: the Open Molecules 2025 dataset; level of theory: wB97M-V/def2-TZVPD.

XYZ file:
```
106
C42H52FeN2O6Si2Te, DFT wB97M-V/def2-TZVPD
Fe 0.29874 0.76842 0.08936
C 3.27786 6.53841 2.76246
O 3.10718 5.67946 3.86928
C 2.49466 4.45117 3.65821
C 2.55794 3.56074 4.74684
C 1.98273 2.32367 4.59954
C 1.35550 1.90868 3.41834
C 0.85274 0.54950 3.26640
C 0.54447 -0.32373 4.46812
O 0.62084 0.06052 2.14798
C 1.27225 2.81550 2.31700
O 0.66482 2.55043 1.22485
C 1.85836 4.10339 2.49020
H 3.92759 7.34481 3.10075
H 2.32401 6.95599 2.42974
H 3.74342 6.01039 1.92563
H 3.05461 3.86127 5.65475
H 2.03951 1.63413 5.43275
H 1.01799 -0.02438 5.39660
H 0.80637 -1.35095 4.22292
H -0.53888 -0.27555 4.59554
H 1.78764 4.77490 1.65429
C 5.19336 -1.32398 -1.02017
Si 3.32661 -1.15812 -0.64534
C 2.60251 -2.67607 -1.48410
C 3.22896 -1.55143 1.19175
C 2.60177 0.51169 -1.10089
C 2.04929 0.70264 -2.42807
C 2.46849 -0.00854 -3.58677
C 1.90126 0.23234 -4.80858
C 0.91598 1.21591 -4.93153
C 0.58867 1.90461 -3.78271
N 1.11967 1.66257 -2.59036
Si 3.63218 1.97533 -0.64873
C 5.09601 2.20269 -1.85486
C 2.84121 3.67319 -0.81503
C 4.39914 1.80486 1.06359
H 5.51882 -2.32067 -0.71440
H 5.79434 -0.60394 -0.47799
H 5.41705 -1.21106 -2.07974
H 3.28272 -3.50745 -1.27932
H 2.47893 -2.61131 -2.55753
H 1.63233 -2.92014 -1.06414
H 3.39439 -2.61862 1.33653
H 2.24330 -1.31645 1.58550
H 3.97263 -1.01147 1.77016
H 3.26808 -0.72542 -3.49849
H 2.23219 -0.33199 -5.67745
H 0.43128 1.43741 -5.87191
H -0.16353 2.68756 -3.79611
H 4.70982 2.34511 -2.86467
H 5.74197 1.33839 -1.87678
H 5.70360 3.07535 -1.60752
H 2.51356 3.83332 -1.84116
H 3.59352 4.42878 -0.57485
H 1.98991 3.80654 -0.16265
H 5.17915 1.04911 1.05686
H 3.67945 1.52886 1.82474
H 4.85223 2.75280 1.35939
O -0.55283 3.14124 -1.21457
H -0.23394 3.45044 -0.36457
H 0.21964 2.82863 -1.70956
C -3.64762 -6.65300 2.50564
C -3.40444 -5.24581 2.02413
C -3.03329 -4.27004 2.93859
C -2.78354 -2.97324 2.51123
C -2.91664 -2.63217 1.18427
C -3.29085 -3.59937 0.25600
N -3.48019 -3.29144 -1.08455
C -3.14578 -2.11511 -1.76552
C -4.12750 -1.60559 -2.61661
C -3.90474 -0.48265 -3.38964
C -2.69419 0.18411 -3.29814
C -1.72774 -0.30080 -2.43772
C -1.91107 -1.45466 -1.68572
C -0.71115 -1.96945 -0.93351
O -0.50822 -3.17828 -0.89985
O 0.08127 -1.07654 -0.49292
C -3.51896 -4.92229 0.66934
C -3.84293 -5.96756 -0.36390
H -3.62471 -6.68544 3.59430
H -2.88598 -7.34354 2.13919
H -4.61383 -7.03948 2.17942
H -2.93665 -4.52945 3.98533
H -2.48500 -2.20399 3.20774
H -2.72825 -1.60835 0.88744
H -4.18158 -3.84474 -1.55154
H -5.09551 -2.09422 -2.63854
H -4.69480 -0.10482 -4.02619
H -2.51248 1.08576 -3.86352
H -0.77333 0.21567 -2.34563
H -3.19279 -5.85123 -1.23069
H -4.87718 -5.90078 -0.71981
H -3.70539 -6.97386 0.02059
Te -2.23508 1.09027 1.20860
C -3.96827 1.05735 0.00432
C -4.14183 1.95581 -1.04972
C -5.31090 1.97111 -1.79320
C -6.33869 1.08219 -1.50866
C -6.17711 0.17680 -0.47128
C -5.00638 0.16289 0.27375
H -3.34296 2.64719 -1.28133
H -5.41470 2.67863 -2.60829
H -7.25184 1.09044 -2.09436
H -6.96354 -0.53544 -0.24255
H -4.88767 -0.55438 1.07390
```

The calculation puts the energy relative to the best compared isomer or geometry (same formula, charge and spin) at 0.375 eV. The HOMO energy (spin up / spin down) comes out at -1.29 / -1.31 eV. Its HOMO-LUMO gap (spin up / spin down) is 5.5 / 5.6 eV. Its spin multiplicity is 5. The charge is -2.

=====

No. 4
10 unconnected molecules or ions with the total composition C40H72FN10O3S at a distorted geometry. Source: the Open Molecules 2025 dataset; level of theory: wB97M-V/def2-TZVPD.

XYZ file:
```
127
C40H72FN10O3S, DFT wB97M-V/def2-TZVPD
O 0.76043 -3.17952 -0.98935
S 1.28023 -4.07542 -1.95329
O 2.05483 -5.09296 -1.39050
F 2.14114 -3.33782 -2.96942
C -0.00520 -4.90332 -2.94091
C -1.04074 -5.45290 -1.99337
N -2.14126 -4.48943 -1.64596
C -2.01647 -3.08016 -2.15623
C -1.14452 -2.90366 -3.40082
O -0.55965 -4.10925 -3.92154
H 0.47928 -5.74030 -3.42756
H -1.49124 -6.29413 -2.49675
H -0.58253 -5.85866 -1.10307
H -2.18582 -4.42038 -0.62827
H -3.02222 -4.88541 -1.96560
H -3.01266 -2.74274 -2.39342
H -1.65380 -2.43326 -1.37311
H -0.34787 -2.20749 -3.16462
H -1.69581 -2.45060 -4.19850
C -2.46947 -1.67723 -8.67307
C -3.23257 -0.39435 -8.36062
C -2.48121 0.53298 -7.39905
C -2.30284 -0.05816 -6.07838
N -2.18752 -0.50556 -5.02730
H -2.31834 -2.28091 -7.77534
H -3.02123 -2.28405 -9.38988
H -1.49152 -1.45561 -9.10354
H -4.21131 -0.64279 -7.94629
H -3.40826 0.15409 -9.28579
H -3.03620 1.45776 -7.28709
H -1.50801 0.79603 -7.81083
C 1.65396 0.36961 -0.66468
C 1.98709 0.31111 -2.14795
C 2.21519 1.68506 -2.78598
C 0.99935 2.49830 -2.78365
N 0.04183 3.13082 -2.80589
H 0.72122 0.90741 -0.48356
H 1.53903 -0.63840 -0.26544
H 2.44667 0.86459 -0.10219
H 1.18562 -0.20934 -2.68007
H 2.89501 -0.28127 -2.27864
H 2.53843 1.56268 -3.82093
H 3.01296 2.21724 -2.26620
C 0.01093 1.10261 2.61101
C -1.27963 1.85262 2.32362
C -2.52722 0.98835 2.53618
C -2.56432 -0.13372 1.59989
N -2.61042 -1.00129 0.84960
H 0.13607 0.25250 1.93690
H 0.86200 1.76002 2.47199
H 0.03412 0.73521 3.63837
H -1.26376 2.22863 1.29927
H -1.34518 2.72522 2.97403
H -3.42628 1.58937 2.39050
H -2.56310 0.60545 3.55836
C -2.52265 6.22483 -5.68869
C -2.70253 4.82272 -5.11820
C -1.67379 3.82303 -5.65580
C -1.80640 3.61034 -7.09750
N -1.91162 3.43487 -8.22699
H -2.66665 6.23713 -6.77012
H -3.24792 6.90912 -5.25039
H -1.52466 6.60935 -5.47288
H -3.71179 4.46623 -5.33394
H -2.60313 4.85809 -4.03290
H -1.79324 2.86137 -5.15081
H -0.66235 4.16814 -5.43661
C 1.87221 -4.28069 4.70430
C 0.73234 -3.31324 5.00033
C 0.51203 -2.28700 3.88509
C 1.64730 -1.38722 3.70104
N 2.54428 -0.68740 3.55151
H 2.82737 -3.75988 4.62183
H 1.96206 -5.01406 5.50437
H 1.69655 -4.82040 3.77140
H 0.92666 -2.80152 5.94469
H -0.18918 -3.87772 5.13172
H -0.36884 -1.68055 4.11014
H 0.30865 -2.79692 2.94095
C -4.60590 -2.82224 4.64459
C -4.56086 -2.32262 6.08456
C -3.13625 -2.23989 6.64077
C -2.49672 -3.55151 6.72638
N -1.99967 -4.58375 6.78947
H -4.21649 -3.83861 4.56596
H -5.63121 -2.83017 4.27643
H -4.01731 -2.17854 3.98577
H -5.16587 -2.97268 6.71743
H -5.00608 -1.32786 6.13513
H -3.15105 -1.79835 7.63813
H -2.52582 -1.58585 6.01394
C 2.43703 -6.39149 -7.53899
C 2.94697 -5.42813 -6.47288
C 3.69462 -6.13379 -5.33555
C 2.82579 -7.03190 -4.57834
N 2.13022 -7.72405 -3.98311
H 1.71148 -7.09479 -7.12728
H 1.94815 -5.84408 -8.34388
H 3.25735 -6.96455 -7.97282
H 2.10948 -4.85578 -6.06551
H 3.62692 -4.70947 -6.93157
H 4.10849 -5.39516 -4.64675
H 4.53669 -6.70314 -5.73146
C 0.36081 7.05513 4.68089
C 0.33448 5.70149 5.37690
C 1.45461 4.76805 4.90976
C 1.33245 4.40780 3.49931
N 1.23667 4.12522 2.39082
H 0.20097 6.95376 3.60542
H -0.42428 7.69879 5.07499
H 1.31557 7.55594 4.84220
H -0.63632 5.22552 5.21481
H 0.44000 5.85015 6.44671
H 1.44210 3.84904 5.50003
H 2.42621 5.23837 5.07478
C 5.72695 6.71924 7.36963
C 5.14617 6.26773 8.70493
C 3.77689 5.59511 8.56223
C 2.76119 6.51507 8.05308
N 1.96502 7.23711 7.64934
H 5.09615 7.47318 6.89611
H 6.71405 7.15653 7.51255
H 5.82913 5.87760 6.68166
H 5.06752 7.12221 9.37832
H 5.82798 5.55666 9.17327
H 3.44535 5.21772 9.53068
H 3.84838 4.73483 7.89356
```

The HOMO energy comes out at -12.87 eV. Its HOMO-LUMO gap is 9.9 eV. The charge is +1.